# C2H7N3O

2 unconnected molecules or ions with the total composition C2H7N3O (wB97M-V/def2-TZVPD, the Open Molecules 2025 dataset).

Structure (XYZ):
```
13
C2H7N3O | the Open Molecules 2025 dataset | wB97M-V/def2-TZVPD
H 1.25 2.03 0.01
N 0.90 1.20 0.51
C 1.83 0.32 0.28
N 1.58 -1.00 0.29
H 2.88 0.55 0.15
H 2.28 -1.57 -0.15
H 0.64 -1.38 0.18
N -1.74 0.65 -0.30
C -2.05 -0.66 -0.12
O -1.28 -1.54 0.23
H -0.78 1.01 -0.11
H -2.51 1.29 -0.40
H -3.01 -0.89 -0.55
```

Results
Relative energy (zero: lowest compared OMol25 entry of this formula, charge and spin) ... 20.48 kcal/mol
Gap between HOMO and LUMO ... 10.1 eV
LUMO level ... 0.98 eV
Structure (SMILES) ... [H]/N=C/N.NC=O

Here are the natural (NBO) charges for atoms 1 to 2, given in e: 0.343 -0.800


# C2H7N3O

A single C2H7N3O molecule (wB97M-V/def2-TZVPD, the Open Molecules 2025 dataset).

Structure (XYZ):
```
13
C2H7N3O | the Open Molecules 2025 dataset | wB97M-V/def2-TZVPD
C 0.86 -1.23 1.53
N -0.32 -0.62 1.00
N -0.12 0.80 0.91
C -0.22 1.32 -0.28
N -0.41 0.75 -1.47
O 0.06 -0.61 -1.70
H 1.26 -0.67 2.42
H 1.57 -1.22 0.70
H 0.65 -2.25 1.76
H -1.12 -0.72 1.65
H -0.24 2.39 -0.37
H -0.28 1.28 -2.31
H -0.27 -1.04 -0.83
```

Results
Relative energy (zero: lowest compared OMol25 entry of this formula, charge and spin) ... 96.00 kcal/mol
Gap between HOMO and LUMO ... 9.7 eV
LUMO level ... 0.99 eV
Structure (SMILES) ... CN/N=C\NO

Here are the natural (NBO) charges for atoms 1 to 2, given in e: -0.416 -0.532